{
  "formula": "C5H14N3",
  "method": "ωB97M-V/def2-TZVPD",
  "smiles": "C=C(C)[NH2+]CN(C)N",
  "charge": 1,
  "max_force_ev_per_a": 6.5,
  "relative_energy_kj_mol": 455.9,
  "species": ["N", "H", "H", "H", "C", "H", "N", "C", "H", "H", "H", "C", "N", "C", "H", "H", "H", "H", "H", "C", "H", "H"],
  "positions_angstrom": [[-0.18667, -1.23329, -0.48761], [-1.28184, -0.20673, 1.03701], [1.89384, 2.62088, 1.10844], [-0.22321, -3.00873, 0.61135], [-0.69549, 0.60745, 1.44703], [0.51226, 1.85244, -1.35254], [-1.51732, -1.26654, -1.09713], [0.62929, -0.26258, -1.05210], [0.26566, 3.54626, 0.97877], [0.86427, 2.63050, 2.36268], [-0.66980, 0.81455, 2.51447], [-0.05890, 1.46566, 0.67883], [0.00308, 1.14170, -0.75973], [0.42621, -2.54803, -0.22445], [1.57968, -0.23701, -0.47925], [-1.69410, -2.07664, -1.70580], [1.56011, -2.39466, -0.00283], [0.50059, -0.37890, -2.13623], [-0.92534, 1.00874, -1.17421], [0.83416, 2.50894, 1.16538], [-2.16673, -1.29860, -0.22707], [0.35023, -3.28541, -1.20503]],
  "nbo_charge": [-0.330, 0.214, 0.268, 0.232, -0.322, 0.448, -0.712, -0.033, 0.249, 0.273, 0.239, 0.092, -0.553, -0.436, 0.241, 0.384, 0.232, 0.210, 0.457, -0.726, 0.375, 0.196]
}